1.
116
Properties=species:S:1:pos:R:3 method="wB97M-V/def2-TZVPD" lumo_energy_ev="-2.4 / -5.0" gap_ev="7.15 / 4.59" e_above_lowest_ev=0.1700 e_tot_ev=-262313.1132 spin_multiplicity=5 total_charge=+1 s_squared=6.0179
Rh -0.807 0.857 0.198
Se 0.197 -3.055 -5.772
P 0.927 -3.297 -3.819
C 2.669 -2.842 -3.564
C 3.104 -2.171 -2.449
C 4.425 -1.759 -2.338
C 5.318 -2.155 -3.343
C 4.867 -2.897 -4.453
C 3.529 -3.201 -4.591
C 0.804 -5.038 -3.350
C -0.088 -5.860 -4.041
C -0.099 -7.221 -3.697
C 0.804 -7.751 -2.754
C 1.721 -6.923 -2.101
C 1.732 -5.543 -2.434
C 0.032 -2.379 -2.559
C -0.539 -1.121 -2.347
N -0.794 -1.050 -1.017
N -0.438 -2.178 -0.473
N 0.063 -2.979 -1.373
P -0.899 0.321 -3.366
Se -0.744 2.112 -2.143
C 0.351 0.401 -4.663
C -0.021 0.579 -5.993
C 0.921 0.603 -7.001
C 2.254 0.448 -6.624
C 2.620 0.280 -5.327
C 1.689 0.256 -4.310
C -2.502 0.253 -4.134
C -2.821 -0.928 -4.821
C -4.005 -1.061 -5.541
C -4.869 0.023 -5.587
C -4.581 1.202 -4.884
C -3.399 1.323 -4.145
H 2.404 -1.823 -1.728
H 4.682 -1.203 -1.465
H 6.376 -1.926 -3.259
H 5.518 -3.204 -5.250
H 3.149 -3.725 -5.453
H -0.685 -5.479 -4.836
H -0.907 -7.814 -4.157
H 0.817 -8.846 -2.651
H 2.487 -7.313 -1.493
H 2.433 -4.879 -1.934
H -1.053 0.706 -6.210
H 0.647 0.750 -8.049
H 3.008 0.398 -7.407
H 3.672 0.214 -5.064
H 2.037 0.106 -3.294
H -2.096 -1.739 -4.729
H -4.291 -2.009 -5.961
H -5.722 -0.069 -6.225
H -5.239 2.072 -4.963
H -3.145 2.293 -3.674
Cl -4.926 6.943 0.130
C -3.793 5.682 0.381
C -2.496 5.912 0.867
C -1.651 4.876 1.182
C -2.038 3.538 0.958
O -1.321 2.558 1.413
C -3.302 3.277 0.308
C -3.744 1.986 -0.115
O -3.091 0.939 -0.140
C -4.147 4.382 0.108
H -2.081 6.880 1.120
H -0.630 5.060 1.527
H -4.833 1.899 -0.354
H -5.074 4.183 -0.362
S -1.184 -0.334 2.224
Sb -0.810 1.251 3.885
C -2.653 1.759 4.811
C -3.098 3.070 4.705
C -4.303 3.391 5.359
C -5.035 2.446 6.021
C -4.605 1.106 6.073
C -3.400 0.744 5.487
C 0.066 -0.230 5.155
C -0.406 -1.536 5.207
C 0.244 -2.500 6.029
C 1.355 -2.118 6.755
C 1.869 -0.828 6.656
C 1.237 0.110 5.845
C 0.456 2.892 3.978
C 0.475 3.566 5.177
C 1.214 4.698 5.316
C 2.029 5.163 4.310
C 2.049 4.453 3.085
C 1.274 3.350 2.930
H -2.525 3.785 4.114
H -4.673 4.426 5.230
H -5.979 2.690 6.474
H -5.205 0.337 6.647
H -2.971 -0.228 5.660
H -1.253 -1.843 4.579
H -0.213 -3.485 6.046
H 1.793 -2.905 7.349
H 2.794 -0.532 7.204
H 1.625 1.108 5.723
H -0.077 3.227 6.026
H 1.168 5.245 6.229
H 2.682 5.987 4.524
H 2.793 4.745 2.366
H 1.292 2.799 2.024
C 4.142 0.906 2.230
N 3.278 -0.270 2.107
C 3.398 -1.398 2.854
C 2.464 -2.294 2.460
N 1.774 -1.663 1.405
C 2.266 -0.451 1.223
S 1.778 0.690 0.093
H 5.167 0.558 2.515
H 3.694 1.594 2.960
H 4.185 1.414 1.273
H 4.121 -1.386 3.684
H 2.332 -3.337 2.723
H 0.990 -2.045 0.865


2.
11
Properties=species:S:1:pos:R:3 method="wB97M-V/def2-TZVPD" lumo_energy_ev=0.6 gap_ev=9.91 e_above_lowest_ev=0.8236 e_tot_ev=-20271.6941
O -0.665 -2.150 -0.863
C -0.505 -1.023 -0.407
N -1.194 -0.204 0.438
C -0.612 1.061 0.637
C 0.691 1.011 0.269
C 0.912 -0.390 -0.375
Cl 1.776 -0.593 -1.961
H -2.228 -0.387 0.378
H -1.117 1.827 1.263
H 1.479 1.921 0.203
H 1.461 -1.072 0.418


3.
17
Properties=species:S:1:pos:R:3 method="wB97M-V/def2-TZVPD" lumo_energy_ev="0.8 / 0.8" gap_ev="8.27 / 8.28" e_above_lowest_ev=6.3168 e_tot_ev=-10343.1710
C 0.779 -0.631 -0.108
C -0.353 -0.020 0.506
C -0.243 0.811 1.751
N -0.195 1.463 -0.861
N 0.740 -1.244 -1.299
O -0.724 0.968 -2.126
O 0.001 -1.727 1.428
H -1.593 1.383 -2.164
H -0.489 -2.389 0.921
H 0.774 1.673 -1.116
H 1.753 -0.438 0.324
H -1.336 -0.272 0.135
H -0.069 -1.058 -1.885
H 1.609 -1.551 -1.705
H 0.781 0.824 2.122
H -0.871 0.376 2.526
H -0.563 1.833 1.551


4.
15
Properties=species:S:1:pos:R:3 method="wB97M-V/def2-TZVPD" lumo_energy_ev=0.6 gap_ev=9.15 e_above_lowest_ev=0.7611 e_tot_ev=-17165.7325
C 1.181 -0.927 -0.471
S 0.047 -0.617 0.876
C 0.200 -1.860 2.130
H 0.637 -1.133 -1.396
H 1.888 -1.723 -0.231
H 1.713 -0.026 -0.737
H 1.093 -2.493 2.026
H 0.256 -1.502 3.154
H -0.608 -2.586 2.217
O -1.163 2.019 -0.015
H -0.249 2.320 0.100
H -1.436 1.780 0.878
O -1.269 2.161 -3.274
H -1.830 2.254 -2.484
H -0.459 2.334 -2.774


5.
25
Properties=species:S:1:pos:R:3 method="wB97M-V/def2-TZVPD" lumo_energy_ev=0.8 gap_ev=9.48 e_above_lowest_ev=0.4008 e_tot_ev=-23570.6073
H 0.446 3.053 0.860
N 1.206 2.422 0.650
C 0.888 1.277 0.276
C 1.858 -0.064 0.111
Cl 3.544 0.148 0.026
C 1.021 -1.131 -0.121
C 1.503 -2.536 -0.419
C -0.377 -0.817 0.091
C -0.935 -1.207 1.574
C -0.472 0.772 -0.205
C -0.579 0.896 -1.741
C -1.522 1.786 0.329
H 2.586 -2.456 -0.525
H 0.918 -2.822 -1.247
H 1.153 -2.976 0.473
H -1.012 -1.427 -0.650
H -0.365 -0.999 2.380
H -1.057 -2.263 1.519
H -1.877 -0.788 1.609
H -1.437 0.535 -2.197
H 0.327 0.534 -2.138
H -0.643 1.977 -1.925
H -2.482 1.524 -0.020
H -1.170 2.738 -0.153
H -1.521 1.823 1.441


6.
14
Properties=species:S:1:pos:R:3 method="wB97M-V/def2-TZVPD" lumo_energy_ev="0.6 / -0.2" gap_ev="9.34 / 9.43" e_above_lowest_ev=0.0000 e_tot_ev=-9767.1556 spin_multiplicity=2 s_squared=0.7532
C 0.352 -2.385 -0.720
O -0.684 -1.469 -0.690
H 0.050 -3.397 -0.383
H 0.776 -2.498 -1.738
H 1.201 -2.059 -0.066
O -1.980 0.857 -0.518
C -1.110 1.661 0.104
O 0.044 0.777 0.437
C 1.179 1.322 0.940
Be -0.802 -0.313 -0.275
H -1.457 2.067 1.074
H -0.698 2.476 -0.523
H 2.054 0.676 0.917
H 1.077 2.285 1.441


7.
64
Properties=species:S:1:pos:R:3 method="wB97M-V/def2-TZVPD" lumo_energy_ev="0.8 / 0.7" gap_ev="4.81 / 3.81" e_above_lowest_ev=0.0840 e_tot_ev=-102447.4564 spin_multiplicity=2 total_charge=-1 s_squared=0.9089
Mn -0.400 1.689 0.025
C 1.691 -1.845 1.495
C 1.215 -0.702 0.645
N 0.347 0.132 1.093
N -0.089 -0.070 2.403
C -0.332 1.058 2.988
S -0.192 2.625 2.266
S -0.913 1.099 4.632
C -0.983 -0.650 5.114
C 0.340 -1.275 5.462
C 1.129 -0.745 6.479
C 2.331 -1.341 6.827
C 2.762 -2.480 6.160
C 1.983 -3.014 5.144
C 0.780 -2.413 4.799
C 1.761 -0.529 -0.699
C 2.182 -1.621 -1.461
C 2.741 -1.459 -2.712
C 2.925 -0.166 -3.204
C 2.545 0.934 -2.470
C 1.926 0.798 -1.203
O 1.526 1.837 -0.542
H 0.893 -2.582 1.613
H 1.944 -1.490 2.491
H 2.560 -2.320 1.047
H -1.491 -1.213 4.334
H -1.633 -0.640 5.992
H 0.803 0.155 6.988
H 2.935 -0.914 7.617
H 3.702 -2.945 6.428
H 2.315 -3.897 4.611
H 0.178 -2.817 3.996
H 2.049 -2.622 -1.067
H 3.033 -2.318 -3.301
H 3.365 -0.024 -4.185
H 2.679 1.938 -2.854
O -1.425 1.653 -6.989
N -1.896 0.687 -6.370
O -2.489 -0.226 -6.961
C -1.807 0.636 -4.964
C -2.372 -0.476 -4.347
C -2.330 -0.657 -2.964
C -2.908 -1.757 -2.282
C -2.809 -1.824 -0.918
C -2.118 -0.831 -0.214
N -1.545 0.190 -0.832
C -1.668 0.300 -2.163
C -1.123 1.483 -2.776
N -0.588 2.380 -1.925
C -0.079 3.507 -2.398
C -0.099 3.793 -3.752
C -0.642 2.891 -4.644
C -1.185 1.680 -4.175
H -2.850 -1.211 -4.976
H -3.427 -2.523 -2.844
H -3.255 -2.641 -0.366
H -2.004 -0.869 0.863
H 0.350 4.180 -1.669
H 0.314 4.728 -4.105
H -0.658 3.098 -5.699
F -3.153 2.420 -0.818
C -2.196 2.652 0.181
F -1.892 4.005 0.038
H -2.753 2.561 1.118


8.
90
Properties=species:S:1:pos:R:3 method="wB97M-V/def2-TZVPD" lumo_energy_ev="-7.6 / -7.3" gap_ev="5.78 / 6.18" e_tot_ev=-165517.9885 spin_multiplicity=2 total_charge=+2 s_squared=0.7579
Tc -0.242 -0.958 0.105
C -2.071 2.893 -3.287
C -2.342 1.521 -2.772
C -3.549 0.868 -3.036
C -3.714 -0.430 -2.600
C -2.701 -1.021 -1.849
Br -2.879 -2.825 -1.396
N -1.591 -0.380 -1.489
C -1.414 0.851 -1.992
H -2.313 2.953 -4.345
H -1.030 3.162 -3.140
H -2.703 3.618 -2.779
H -4.334 1.368 -3.584
H -4.611 -0.986 -2.822
H -0.459 1.309 -1.768
C -2.101 -5.437 0.990
C -1.001 -4.534 1.514
O -0.235 -5.221 2.475
P 0.264 -4.091 0.233
O 0.414 -5.247 -0.832
O 1.648 -3.984 0.977
O 0.142 -2.857 -0.616
P -1.547 -2.920 2.281
O -3.031 -3.168 2.792
O -0.604 -2.637 3.376
O -1.702 -1.884 1.161
H -1.698 -6.421 0.746
H -2.585 -5.017 0.115
H -2.850 -5.575 1.767
H -0.251 -4.726 3.312
H 0.140 -6.133 -0.587
H 1.726 -4.502 1.786
H -3.084 -3.232 3.746
C 3.602 1.585 -3.718
O 3.190 0.366 -3.123
C 2.020 -0.193 -3.483
C 1.071 0.415 -4.305
C -0.072 -0.263 -4.683
C -0.292 -1.573 -4.276
C 0.637 -2.194 -3.471
C 1.773 -1.512 -3.033
N 2.697 -2.218 -2.263
C 3.558 -1.810 -1.362
C 3.616 -0.571 -0.682
C 4.837 -0.180 -0.089
C 4.952 0.989 0.617
C 3.835 1.815 0.769
C 2.621 1.455 0.236
C 2.456 0.250 -0.476
O 1.279 -0.123 -0.880
H 4.618 1.750 -3.363
H 2.964 2.416 -3.403
H 3.606 1.512 -4.807
H 1.237 1.416 -4.669
H -0.785 0.226 -5.326
H -1.169 -2.114 -4.598
H 0.503 -3.216 -3.151
H 2.679 -3.216 -2.460
H 4.314 -2.541 -1.099
H 5.703 -0.809 -0.231
H 5.894 1.280 1.053
H 3.926 2.739 1.318
H 1.749 2.077 0.366
O 2.669 -0.754 3.130
C 1.841 -0.981 2.349
N 1.005 -1.238 1.545
O -0.679 0.867 0.899
S -1.675 2.006 1.079
C -2.353 1.767 2.726
C -3.262 2.713 3.173
C -3.782 2.589 4.448
C -3.392 1.527 5.249
C -2.483 0.592 4.785
C -1.951 0.703 3.511
C -0.551 3.352 1.527
C -0.685 4.569 0.878
C 0.152 5.614 1.231
C 1.107 5.433 2.218
C 1.258 4.199 2.830
C 0.424 3.148 2.490
H -3.542 3.540 2.537
H -4.489 3.313 4.817
H -3.812 1.423 6.236
H -2.184 -0.227 5.417
H -1.241 -0.026 3.145
H -1.439 4.692 0.116
H 0.055 6.567 0.738
H 1.735 6.257 2.513
H 2.025 4.061 3.575
H 0.542 2.179 2.951


9.
8
Properties=species:S:1:pos:R:3 method="wB97M-V/def2-TZVPD" lumo_energy_ev=-6.9 gap_ev=9.70 e_above_lowest_ev=6.4294 e_tot_ev=-8608.4247 total_charge=+1
C 0.984 -1.146 -0.045
C 1.599 0.516 0.286
N 2.166 -0.723 -0.074
N -0.186 1.165 0.088
N 0.335 0.041 0.726
O 1.052 1.649 -0.257
H 0.413 -2.068 -0.567
H -0.812 1.928 0.467


10.
9
Properties=species:S:1:pos:R:3 method="wB97M-V/def2-TZVPD" lumo_energy_ev=0.0 gap_ev=9.56 e_above_lowest_ev=1.2012 e_tot_ev=-18542.2514
O 0.241 -0.761 -2.098
C -0.622 -0.516 -1.302
O -1.929 -0.677 -1.547
C -0.426 0.010 0.089
N 0.763 0.215 0.483
S 0.968 0.815 2.053
H -2.005 -1.033 -2.463
H -1.335 0.179 0.679
H 2.308 0.848 1.999